{
  "formula": "C56H53Cl3N4O3OsP2SSe2",
  "method": "ωB97M-V/def2-TZVPD",
  "total_charge": 2,
  "de_lowest_ev": 0.830,
  "orbital_gap_ev": 6.35,
  "homo_energy_ha": -0.424,
  "molar_mass_g_mol": 1378.6,
  "symbols": ["Os", "O", "P", "C", "P", "O", "C", "C", "C", "C", "C", "C", "C", "C", "C", "C", "C", "C", "C", "C", "C", "C", "C", "C", "C", "C", "C", "C", "C", "C", "H", "H", "H", "H", "H", "H", "H", "H", "H", "H", "H", "H", "H", "H", "H", "H", "H", "H", "H", "H", "H", "H", "Se", "Se", "C", "C", "C", "C", "C", "N", "C", "C", "C", "C", "C", "N", "H", "H", "H", "H", "H", "H", "H", "H", "Cl", "C", "C", "C", "C", "C", "C", "N", "C", "C", "N", "C", "O", "C", "C", "C", "Cl", "S", "C", "C", "C", "Cl", "C", "H", "H", "H", "H", "H", "H", "H", "H", "H", "H", "H", "H", "H", "C", "C", "C", "C", "C", "H", "H", "H", "H", "H", "H", "H", "H", "H", "H"],
  "xyz": [[0.4457, 0.0477, 0.3681], [-1.6443, -0.7405, 0.4161], [-2.3176, -2.0777, 0.5563], [-1.0905, -3.3981, 0.8211], [0.3637, -3.2650, -0.2726], [1.0559, -1.9514, -0.0143], [-0.1448, -3.3933, -1.9803], [0.1116, -2.3038, -2.8090], [-0.2598, -2.3562, -4.1443], [-0.8958, -3.4837, -4.6422], [-1.1620, -4.5674, -3.8120], [-0.7828, -4.5270, -2.4812], [1.4144, -4.6534, 0.1236], [1.5831, -5.0591, 1.4489], [2.4486, -6.0963, 1.7511], [3.1535, -6.7293, 0.7343], [2.9962, -6.3247, -0.5831], [2.1281, -5.2884, -0.8917], [-3.2509, -2.5697, -0.8925], [-3.2273, -1.7764, -2.0303], [-3.9594, -2.1462, -3.1490], [-4.7133, -3.3099, -3.1284], [-4.7300, -4.1143, -1.9947], [-4.0002, -3.7478, -0.8775], [-3.4581, -2.1561, 1.9390], [-4.8117, -1.8955, 1.7359], [-5.6868, -1.8798, 2.8122], [-5.2180, -2.1323, 4.0931], [-3.8703, -2.3987, 4.3027], [-2.9940, -2.4097, 3.2307], [-1.5737, -4.3739, 0.7308], [-0.7022, -3.3061, 1.8385], [0.5987, -1.4265, -2.3985], [-0.0485, -1.5195, -4.7984], [-1.1827, -3.5248, -5.6850], [-1.6535, -5.4462, -4.2074], [-0.9749, -5.3809, -1.8405], [1.0426, -4.5722, 2.2525], [2.5706, -6.4174, 2.7768], [3.8256, -7.5431, 0.9714], [3.5458, -6.8185, -1.3729], [2.0056, -4.9778, -1.9218], [-2.6143, -0.8861, -2.0338], [-3.9373, -1.5317, -4.0399], [-5.2885, -3.5970, -3.9989], [-5.3166, -5.0230, -1.9824], [-4.0333, -4.3701, 0.0106], [-5.1868, -1.7043, 0.7379], [-6.7370, -1.6798, 2.6477], [-5.9037, -2.1305, 4.9298], [-3.5073, -2.6061, 5.3007], [-1.9460, -2.6164, 3.4138], [-0.6736, 2.1921, 1.4030], [-1.6426, 0.9293, 3.1052], [-0.1635, -0.2575, 3.4180], [0.0125, -0.6241, 4.7472], [1.0510, -1.4764, 5.0782], [1.9076, -1.8948, 4.0690], [1.6738, -1.4672, 2.7763], [0.6394, -0.6757, 2.4330], [-1.9567, 1.9624, -0.0185], [-3.2999, 2.2188, 0.1623], [-4.1697, 2.0816, -0.9074], [-3.6566, 1.7162, -2.1419], [-2.3030, 1.4945, -2.2619], [-1.4671, 1.5996, -1.2169], [-0.6454, -0.2234, 5.5068], [1.2037, -1.7807, 6.1052], [2.7504, -2.5407, 4.2737], [2.3100, -1.7776, 1.9582], [-3.6567, 2.5282, 1.1349], [-5.2263, 2.2757, -0.7826], [-4.2908, 1.6179, -3.0110], [-1.8358, 1.2330, -3.2007], [0.5788, 3.1605, 5.9994], [2.0504, 3.0863, 5.0899], [2.7851, 1.9108, 5.0587], [3.9171, 1.8639, 4.2694], [4.3546, 2.9429, 3.4915], [5.5684, 2.7220, 2.5861], [5.6155, 1.3071, 1.9614], [4.4889, 0.8690, 1.1261], [4.6454, 0.2154, -0.0722], [3.3951, -0.0722, -0.5297], [2.4749, 0.4165, 0.3663], [3.1639, 0.9577, 1.3545], [5.8679, 3.7366, 1.6700], [5.0459, 3.9388, 0.5177], [5.9006, 4.0975, -0.7009], [6.8511, 5.0653, -0.8482], [7.2498, 6.2801, 0.2876], [7.6410, 4.9943, -2.3666], [6.6837, 3.6617, -2.8468], [5.8085, 3.2922, -1.8729], [3.6777, 4.1442, 3.6730], [4.2688, 5.6631, 3.0936], [2.5093, 4.2092, 4.4319], [2.4749, 1.0535, 5.6386], [4.4678, 0.9342, 4.2444], [6.4418, 2.7255, 3.2477], [5.7754, 0.5647, 2.7409], [6.4910, 1.2869, 1.3145], [5.6182, 0.0245, -0.4905], [3.0964, -0.5774, -1.4311], [2.7190, 1.4395, 2.2061], [4.4467, 4.8410, 0.6783], [4.3624, 3.1115, 0.3673], [6.8174, 3.2237, -3.8224], [5.1017, 2.4805, -1.9824], [1.9914, 5.1530, 4.5269], [1.8560, 3.1230, -0.8016], [0.7773, 2.6487, -1.7823], [-0.1658, 3.8342, -2.0350], [1.5015, 2.3334, -3.0988], [0.0067, 1.3207, -1.3738], [2.1382, 4.1513, -1.0376], [2.7479, 2.5090, -0.9036], [1.5510, 3.0973, 0.2445], [0.4162, 4.6722, -2.4188], [-0.6563, 4.1835, -1.1208], [-0.9366, 3.6178, -2.7762], [2.1267, 3.1731, -3.4079], [0.7919, 2.1259, -3.9041], [2.1490, 1.4606, -2.9775], [0.0283, 0.7224, -2.2891]],
  "forces_ev_per_a": [[-0.701, 1.618, 1.837], [0.040, 0.128, -0.355], [0.054, -0.263, 0.040], [0.012, 0.080, -0.072], [-0.149, -0.004, 0.002], [0.372, 0.048, -0.489], [-0.088, 0.050, 0.062], [0.038, 0.006, 0.025], [-0.009, 0.024, -0.033], [-0.015, -0.007, -0.004], [0.002, -0.003, -0.001], [-0.045, -0.003, 0.002], [-0.011, 0.024, -0.028], [-0.005, -0.006, 0.035], [-0.008, -0.007, -0.010], [-0.011, 0.008, -0.001], [-0.001, -0.002, -0.007], [0.025, -0.004, -0.012], [-0.033, -0.022, 0.079], [0.091, -0.034, -0.004], [0.004, 0.005, -0.011], [0.007, 0.004, -0.021], [0.004, -0.019, -0.005], [-0.008, 0.027, 0.018], [0.088, -0.062, 0.013], [-0.014, 0.096, 0.002], [-0.002, 0.000, -0.006], [0.015, -0.002, -0.002], [-0.018, 0.007, 0.000], [0.013, -0.006, 0.021], [0.018, -0.004, -0.032], [0.001, -0.006, -0.003], [0.007, -0.033, -0.002], [0.009, -0.010, 0.001], [0.003, -0.001, 0.003], [-0.002, 0.002, 0.000], [0.001, 0.001, 0.001], [0.010, -0.003, -0.008], [0.001, 0.000, 0.001], [0.000, -0.001, 0.001], [0.003, 0.000, 0.003], [0.001, -0.007, 0.008], [-0.019, -0.070, -0.013], [-0.001, 0.002, -0.009], [0.001, 0.004, 0.002], [-0.003, 0.003, 0.000], [-0.008, 0.014, 0.004], [0.003, -0.015, 0.006], [0.000, -0.001, 0.006], [-0.002, 0.003, -0.002], [0.001, -0.002, -0.002], [0.002, 0.000, 0.001], [0.886, -0.966, -0.886], [-0.193, -0.044, 0.322], [-0.061, 0.158, 0.042], [0.004, -0.029, 0.038], [-0.004, 0.008, -0.053], [-0.019, 0.003, 0.007], [-0.002, -0.114, 0.019], [0.052, -0.272, -0.356], [-0.229, 0.206, 0.019], [-0.025, 0.011, -0.009], [0.027, -0.024, 0.001], [-0.036, 0.025, 0.017], [0.045, 0.079, -0.002], [-0.088, 0.180, 0.163], [0.002, 0.007, 0.000], [0.001, -0.004, 0.000], [0.000, 0.003, 0.000], [-0.012, 0.015, -0.006], [-0.004, 0.014, -0.005], [-0.001, 0.001, 0.000], [0.006, -0.016, -0.003], [0.003, -0.017, -0.002], [-0.013, -0.018, 0.002], [0.029, 0.037, -0.033], [0.020, 0.029, -0.036], [-0.105, -0.006, -0.056], [0.031, -0.195, 0.018], [0.073, -0.071, 0.041], [0.067, 0.161, -0.038], [0.049, 0.024, -0.064], [-0.050, -0.018, -0.033], [0.035, 0.089, -0.049], [-0.021, -0.132, 0.285], [-0.120, 0.160, 0.004], [0.085, -0.163, -0.027], [-0.030, 0.120, 0.000], [-0.008, 0.035, -0.001], [-0.028, -0.023, -0.057], [0.008, 0.019, 0.016], [-0.033, -0.012, 0.028], [0.004, 0.011, 0.000], [0.020, -0.021, 0.021], [-0.058, 0.154, 0.089], [-0.096, 0.085, 0.008], [-0.025, -0.013, 0.015], [0.001, -0.002, 0.005], [0.019, -0.048, -0.012], [0.018, -0.001, -0.013], [0.007, -0.013, 0.018], [0.024, 0.030, 0.015], [0.006, -0.010, 0.006], [-0.001, -0.016, 0.014], [0.041, -0.016, 0.009], [0.059, -0.052, -0.002], [-0.089, -0.094, 0.003], [0.007, -0.001, 0.002], [0.003, -0.034, 0.007], [-0.006, 0.000, -0.003], [0.004, 0.006, 0.018], [-0.031, -0.006, -0.023], [0.008, 0.005, 0.011], [-0.018, 0.010, -0.004], [0.336, -0.855, -0.479], [0.020, -0.010, -0.024], [0.008, -0.013, 0.042], [-0.018, 0.046, -0.020], [-0.008, 0.004, 0.005], [-0.009, -0.013, 0.001], [-0.002, 0.001, -0.013], [0.004, 0.000, 0.002], [0.007, 0.004, -0.006], [-0.003, -0.009, -0.005], [-0.252, 0.053, -0.032]]
}

---

{
  "formula": "C56H53FNNiO2P2Si",
  "method": "ωB97M-V/def2-TZVPD",
  "total_charge": -1,
  "spin_multiplicity": 3,
  "orbital_gap_ev": [5.05, 4.57],
  "homo_energy_ha": [-0.111, -0.101],
  "molar_mass_g_mol": 939.8,
  "symbols": ["Ni", "C", "Si", "C", "C", "C", "C", "C", "C", "P", "C", "C", "C", "C", "C", "C", "C", "C", "C", "C", "C", "C", "C", "C", "C", "C", "C", "C", "P", "C", "C", "C", "C", "C", "C", "C", "C", "C", "C", "C", "C", "H", "H", "H", "H", "H", "H", "H", "H", "H", "H", "H", "H", "H", "H", "H", "H", "H", "H", "H", "H", "H", "H", "H", "H", "H", "H", "H", "H", "H", "H", "H", "C", "C", "C", "C", "C", "C", "C", "C", "C", "C", "C", "C", "N", "C", "C", "C", "C", "C", "C", "F", "H", "H", "H", "H", "H", "H", "H", "H", "H", "H", "H", "H", "H", "H", "H", "H", "H", "H", "H", "H", "H", "O", "C", "O", "H"],
  "xyz": [[8.9219, -20.7045, -2.2051], [7.3984, -17.9539, -3.7792], [8.7546, -19.2606, -3.8897], [10.4761, -18.5922, -4.0211], [10.8890, -17.7064, -5.0728], [12.2951, -17.5804, -5.3729], [13.2426, -18.0752, -4.4583], [12.7808, -18.8020, -3.3290], [11.4273, -19.0238, -3.1105], [10.7876, -19.7890, -1.5777], [10.6183, -18.3720, -0.3672], [10.9083, -17.0359, -0.7451], [9.5686, -15.6058, 0.8881], [9.1822, -16.6398, 1.8654], [9.6698, -17.9188, 1.9642], [10.3211, -18.7444, 0.9876], [11.8474, -21.2579, -1.2639], [12.4212, -21.8867, -2.4022], [12.9130, -23.1699, -2.2982], [12.8850, -23.7976, -1.0233], [12.4368, -23.1104, 0.0700], [11.8644, -21.8221, 0.0258], [8.5142, -20.3952, -5.3863], [8.5209, -20.0062, -6.7296], [8.1594, -20.8968, -7.7501], [7.9045, -22.2214, -7.5246], [7.9283, -22.6437, -6.1627], [8.1599, -21.6911, -5.1700], [7.8393, -22.1210, -3.4811], [5.9562, -22.1703, -3.2929], [5.3450, -21.6496, -2.1483], [3.9418, -21.3735, -2.1788], [3.1797, -21.6037, -3.3621], [3.8125, -22.1894, -4.4339], [5.1494, -22.5293, -4.4070], [8.3837, -23.8496, -3.1823], [9.5404, -24.3764, -3.7486], [9.9020, -25.7031, -3.4073], [9.2431, -26.4092, -2.4354], [8.0849, -25.9172, -1.8339], [7.6748, -24.6050, -2.2758], [7.3769, -17.6869, -2.6900], [6.4290, -18.4058, -4.1019], [7.7312, -17.1005, -4.4174], [10.0768, -17.2201, -5.6387], [12.6146, -17.0968, -6.2947], [14.2554, -17.9715, -4.5772], [13.5093, -19.2146, -2.6372], [11.2305, -16.8912, -1.7901], [9.6827, -14.6353, 1.4679], [8.4507, -16.3493, 2.6467], [9.4011, -18.4956, 2.8645], [10.4219, -19.8101, 1.1723], [12.3160, -21.3504, -3.3816], [13.3372, -23.6500, -3.1600], [13.2432, -24.8330, -0.9272], [12.5459, -23.5556, 1.0625], [11.5159, -21.3448, 0.9509], [8.7452, -18.9880, -6.9319], [8.2319, -20.5045, -8.7523], [7.8880, -22.8528, -8.3838], [7.7920, -23.6899, -5.8959], [5.9729, -21.4963, -1.2690], [3.5254, -20.9200, -1.3041], [2.2093, -21.1867, -3.5250], [3.2531, -22.3001, -5.3572], [5.6144, -22.9291, -5.2618], [10.1645, -23.8199, -4.4879], [10.8147, -26.1820, -3.8596], [9.5357, -27.4810, -2.1315], [7.5410, -26.4995, -1.1631], [6.8031, -24.2052, -1.7644], [5.3975, -13.8466, 0.0391], [6.1104, -12.4703, -0.0840], [5.2130, -11.3525, 0.5713], [6.4668, -12.1012, -1.5197], [6.2288, -10.7780, -1.8944], [6.4974, -10.3914, -3.2194], [6.9955, -11.3165, -4.1361], [7.4212, -12.5929, -3.7698], [7.7666, -13.6153, -4.8162], [6.5873, -14.5098, -5.2490], [8.2987, -12.9359, -6.1044], [7.2013, -13.0006, -2.4264], [7.5878, -14.2014, -1.9834], [8.4140, -14.2374, -0.9440], [9.4767, -13.2750, -0.7049], [10.8365, -13.4406, -0.9225], [11.5124, -14.6470, -0.7206], [10.9398, -15.7899, 0.1387], [8.5078, -15.3838, -0.1357], [7.6828, -16.3861, -0.4235], [4.9914, -14.0516, 1.0232], [6.0562, -14.6766, -0.2567], [4.5373, -13.6946, -0.6711], [6.9482, -12.5737, 0.5736], [4.4269, -11.0152, -0.0664], [5.7985, -10.4873, 0.9079], [4.8695, -11.7838, 1.5249], [5.7579, -10.0733, -1.2053], [6.3380, -9.4245, -3.5929], [7.1435, -11.0257, -5.1835], [8.5407, -14.3295, -4.5028], [5.6867, -13.8973, -5.4780], [6.2984, -15.2457, -4.4842], [6.7574, -15.2148, -6.0961], [8.9582, -13.6152, -6.7158], [8.9129, -12.0210, -5.9128], [7.4579, -12.6548, -6.8135], [9.0657, -12.2348, -0.7898], [11.3389, -12.6197, -1.3774], [12.5030, -14.8820, -1.1695], [11.7139, -15.8784, 0.9378], [7.1930, -20.2402, 0.6581], [8.0226, -21.1774, 0.5607], [8.6214, -21.6389, -0.4841], [8.2218, -21.7526, 1.4703]],
  "forces_ev_per_a": [[-0.976, -0.487, 0.877], [0.449, -0.471, 0.211], [-0.204, -0.833, 0.919], [0.602, 2.208, -1.341], [1.172, -1.302, 0.386], [-1.464, 0.186, 0.875], [-3.587, -1.238, 0.776], [0.629, 0.943, -0.752], [0.784, -0.243, 0.351], [-1.167, 0.981, -1.379], [1.632, 1.514, 0.629], [0.094, -2.079, -0.196], [0.584, 1.716, -0.792], [0.483, -0.997, 0.996], [-0.128, -0.766, 0.021], [-0.405, 0.654, -0.803], [-0.193, 0.962, 0.904], [-1.108, 0.737, -0.089], [-0.109, 0.004, 1.272], [0.540, -0.239, -1.556], [-0.381, 0.533, 1.746], [1.037, -0.951, -1.506], [-0.086, 1.366, -1.343], [-0.629, -0.792, 0.364], [0.963, 1.726, 0.067], [0.705, -0.387, 2.095], [-0.030, 0.338, -1.908], [-0.648, -2.414, -0.046], [-0.750, 0.249, 1.967], [0.054, -0.297, -1.073], [-0.952, -0.263, -0.523], [0.935, -0.555, -1.089], [1.770, 0.659, 1.552], [-0.174, -0.281, -0.668], [0.538, 1.080, 1.669], [0.120, 0.504, -0.363], [0.704, -1.098, -0.446], [1.809, 0.768, -0.925], [-0.917, -2.467, 1.232], [1.228, 2.983, -2.757], [-0.387, -2.114, 2.025], [-0.216, 0.234, -1.006], [0.665, 0.610, 0.226], [-0.637, -0.382, 0.602], [0.810, -0.273, -0.140], [-0.069, 0.175, 0.318], [2.275, 0.323, -0.569], [-0.016, 0.204, 0.065], [-0.310, 0.046, 0.544], [-0.156, -0.931, -0.524], [0.607, -0.013, -0.602], [-0.089, 0.413, -0.429], [-0.264, 0.309, 0.470], [0.356, -0.739, 1.025], [0.024, -0.296, -0.191], [-0.097, 0.598, 0.039], [-0.182, -0.135, -0.326], [0.099, -0.223, -0.776], [0.234, 0.705, -0.557], [-0.212, -0.107, -0.307], [-0.491, -0.741, -0.160], [-0.108, 0.181, -0.063], [-0.391, 0.467, -0.068], [-0.378, 0.185, 0.279], [-0.615, -0.051, 0.408], [0.053, -0.223, 0.012], [0.375, -0.422, -0.970], [-0.699, -0.416, 0.722], [-1.029, 0.732, 0.364], [-0.104, 1.829, -0.711], [-0.875, -0.578, 1.114], [-0.005, 0.172, -0.347], [-0.665, 0.844, -1.569], [-1.250, -0.055, 0.374], [1.497, -1.215, 1.244], [1.274, 0.445, -0.109], [0.022, -0.358, -1.239], [0.293, -1.317, 0.194], [0.518, 0.041, -0.088], [-1.707, -0.211, 0.520], [0.819, -0.470, -1.609], [-1.111, -0.652, 0.293], [0.364, 0.215, -1.291], [-1.117, 1.550, 0.619], [0.019, -0.343, -0.580], [1.252, -3.584, 2.414], [-1.514, 2.726, -0.651], [0.528, -2.182, 0.495], [-0.909, 0.428, 0.178], [0.524, -0.823, -0.048], [0.033, 2.991, -1.097], [-0.763, -1.516, 0.019], [0.029, 0.233, 0.330], [-0.552, 0.418, -0.104], [0.492, -0.936, 0.535], [1.118, 0.225, 0.170], [-0.786, -0.005, -0.217], [0.043, -0.021, -0.431], [-0.454, 0.129, -0.396], [0.364, -0.184, -0.416], [-0.444, 1.353, -0.130], [-0.195, 0.134, 0.495], [-0.032, 0.450, 0.488], [0.533, -0.318, 0.039], [0.027, 0.630, 0.364], [0.434, 0.921, 0.040], [-0.641, 0.370, 0.681], [-0.516, -0.699, -0.034], [0.828, -0.121, 0.879], [0.747, -0.697, -0.126], [0.590, 0.632, -0.084], [-0.742, 0.447, 0.463], [-0.288, -0.558, -0.225], [1.581, -1.546, -0.577], [-1.661, 1.248, -0.496], [0.028, 0.142, 0.499], [0.298, -0.256, 0.363]]
}